77
Properties=species:S:1:pos:R:3:forces:R:3 method="wB97M-V/def2-TZVPD" e_above_lowest_kcal_mol=37.7 s2=2.06 charge=0 spin_multiplicity=3 energy_ha=-2496.5266 mol_weight_g_mol=760.40 gap_ev="6.376 / 7.766"
W -0.34045 -0.24607 0.90118 -0.70 -0.73 0.19
O -1.79755 3.64982 1.07375 -0.01 -0.03 0.06
C -1.08216 2.67892 1.05026 0.08 0.11 0.04
N -1.17061 1.50815 1.78157 0.02 0.14 -0.17
C -1.78682 1.50929 3.01356 0.01 0.07 0.04
O -2.37136 2.43261 3.53654 0.01 -0.04 -0.02
C -1.59405 0.21852 3.77227 0.03 -0.10 0.11
C -2.29315 0.00909 4.95101 0.03 0.05 -0.06
C -2.09639 -1.17801 5.63243 0.03 -0.06 0.01
C -1.20083 -2.10540 5.11996 -0.04 0.03 0.03
C -0.53935 -1.81015 3.94143 0.06 0.01 -0.04
N -0.72950 -0.67160 3.28081 -0.10 0.15 -0.06
C 0.15684 2.66959 0.18881 0.22 -0.09 -0.09
C 0.57539 3.80902 -0.47488 -0.11 -0.03 0.06
C 1.74907 3.75922 -1.20192 0.08 -0.05 -0.03
C 2.46775 2.57081 -1.23760 0.00 0.10 -0.04
C 1.98021 1.47437 -0.55708 -0.08 -0.11 0.02
N 0.84376 1.52003 0.14550 0.10 0.16 -0.03
H -2.97118 0.77647 5.29535 0.00 0.01 -0.01
H -2.63573 -1.38218 6.54801 0.00 0.00 0.00
H -1.02256 -3.04955 5.61494 0.01 0.00 0.00
H 0.16090 -2.50953 3.50266 -0.01 0.00 -0.01
H -0.03765 4.69645 -0.40596 0.00 0.00 0.01
H 2.10254 4.63020 -1.73817 0.00 0.00 0.00
H 3.39091 2.48700 -1.79366 0.00 -0.01 0.00
H 2.49011 0.52090 -0.57896 0.00 0.01 0.00
C 2.00690 -1.85369 -2.21050 -0.03 -0.01 0.05
Si 1.48188 -2.83167 -0.68266 0.00 -0.08 -0.03
C -0.03764 -3.88799 -0.99823 0.09 0.09 -0.01
C 2.91808 -4.00168 -0.30319 -0.05 0.05 -0.01
C 1.29554 -1.66102 0.77350 0.05 0.23 -0.08
H 1.86516 -2.44580 -3.11776 0.01 -0.01 0.00
H 3.06689 -1.58870 -2.15245 0.00 0.01 0.01
H 1.42775 -0.93667 -2.32380 -0.01 -0.01 -0.01
H -0.15905 -4.08413 -2.06599 0.03 -0.02 0.00
H -0.94887 -3.40706 -0.65016 0.00 -0.01 -0.02
H 0.05172 -4.84833 -0.48576 -0.01 0.00 0.02
H 3.10597 -4.68376 -1.13641 -0.01 0.00 -0.01
H 2.70329 -4.60932 0.57922 -0.01 0.00 0.00
H 3.84157 -3.44883 -0.11197 0.00 0.01 0.00
H 2.25146 -1.12069 0.82643 -0.01 0.00 0.02
H 1.26188 -2.27293 1.68692 0.03 0.02 0.00
O -2.89444 -3.58693 1.02248 -0.02 0.02 -0.02
S -3.15170 -2.14820 0.88843 -0.07 0.06 -0.02
N -1.89778 -1.27324 0.92108 0.30 -0.15 -0.03
C -1.51666 -1.44956 -4.45565 -0.02 0.01 0.00
C -1.95104 -0.63425 -3.25165 -0.01 -0.03 0.01
C -3.44398 -0.81349 -3.00450 0.01 0.01 0.02
O -1.27812 -1.15309 -2.08294 0.03 -0.01 -0.02
B -0.94776 -0.10254 -1.25249 0.07 0.10 0.01
O -1.15688 1.10855 -1.89413 -0.05 0.07 -0.02
C -1.50459 0.86206 -3.27456 0.00 0.01 -0.02
C -2.58750 1.84546 -3.68115 0.01 -0.02 -0.02
C -0.24586 1.10910 -4.09818 0.00 -0.01 0.02
H -1.85358 -2.47902 -4.33145 0.00 0.00 0.00
H -0.43332 -1.45653 -4.56105 0.00 0.00 0.00
H -1.95925 -1.05312 -5.37199 0.00 0.00 0.00
H -3.64019 -1.86973 -2.81876 0.00 0.00 0.00
H -4.03687 -0.49386 -3.86249 0.00 0.00 0.00
H -3.76325 -0.25073 -2.12600 0.00 0.00 0.00
H -3.43278 1.81113 -2.99745 0.00 -0.01 0.00
H -2.94163 1.63370 -4.69229 0.00 0.00 0.00
H -2.18097 2.85720 -3.66687 0.00 0.00 0.00
H 0.56249 0.44348 -3.79370 0.00 -0.01 -0.01
H 0.07982 2.13752 -3.93550 0.00 0.00 0.01
H -0.43013 0.96783 -5.16390 0.00 0.01 -0.01
C 1.49005 3.39042 3.34831 -0.01 0.00 0.02
N 2.69861 2.65484 3.02700 0.01 0.03 -0.04
C 2.68912 1.33006 2.73034 -0.03 -0.04 -0.06
N 3.90902 0.78350 2.40730 0.00 0.04 -0.10
O 1.66970 0.65052 2.71054 0.05 0.07 0.22
H 1.57287 3.86545 4.32564 0.00 0.01 0.00
H 0.66514 2.68463 3.37418 0.00 0.00 0.01
H 1.27572 4.15224 2.59756 0.00 0.00 0.00
H 3.56226 3.16158 2.94715 0.00 0.00 0.01
H 4.76494 1.25060 2.64859 0.00 -0.02 0.05
H 3.92784 -0.22131 2.37913 0.01 0.00 0.02